# C5H8O2

An isolated molecule of C5H8O2 (ωB97M-V/def2-TZVPD, the OMol25 dataset).

Geometry as XYZ:
```
15
Properties=species:S:1:pos:R:3:forces:R:3
O -1.62790 1.00206 0.57898 -0.1 0.2 -0.1
C -1.50716 -0.16761 -0.20899 0.6 0.3 -1.2
C -0.08702 -0.65833 -0.11542 0.3 -0.1 0.1
C 0.81418 -0.34930 1.09306 -0.1 -0.2 0.3
C 1.87645 0.18593 0.15866 -0.2 0.3 -1.1
O 3.04464 0.43574 0.28840 -1.0 -0.2 -0.4
C 0.72692 0.24053 -1.04531 3.1 0.0 1.5
H -2.53691 1.31636 0.53396 0.1 0.0 -0.1
H -2.27004 -0.90423 0.16926 0.5 0.5 -1.3
H -1.25929 0.12646 -1.36610 -3.1 -0.8 2.0
H -0.03703 -1.70472 -0.43260 0.0 0.1 0.1
H 0.38969 0.48631 1.66062 0.1 -0.2 0.1
H 1.10110 -1.16954 1.75047 0.0 0.1 0.1
H 0.39273 1.28625 -1.02008 -0.2 -0.3 -0.2
H 0.97963 -0.12589 -2.04490 0.0 0.2 0.2
```
Forces are in eV/Å.

Properties
**HOMO**: -9.13 eV
**Orbital gap**: 9.8 eV
**E_LUMO**: 0.6804 eV
**ΔE to the lowest compared entry with this formula, charge and spin**: 55.83 kcal per mole
**Structure (SMILES)**: O=C1CC(CO)C1
**M**: 100.12 g mol⁻¹

How is the electron density shared among the atoms? According to Löwdin, the charges in e are: O -0.074; C -0.240; C -0.339; C -0.061; C -0.324; O 0.094; C -0.060; H 0.092; H 0.135; H 0.154; H 0.147; H 0.124; H 0.120; H 0.119; H 0.112


# C5H8O2

A structure of composition C5H8O2 (ωB97M-V/def2-TZVPD, the OMol25 dataset).

Geometry as XYZ:
```
15
Properties=species:S:1:pos:R:3:forces:R:3
C -0.08765 -1.03955 1.13856 -0.1 -0.4 0.1
C 1.06302 -0.27375 0.65316 -0.2 0.1 0.4
O 1.36282 -0.38157 -0.69449 -0.2 0.2 0.4
C 0.24607 -0.20502 -1.54223 -0.8 0.9 0.2
C -0.41374 1.21314 -0.92887 0.6 -0.5 -0.7
O -1.30493 0.97598 0.12694 0.1 -0.7 -0.6
C -0.80461 0.24888 1.17344 0.6 0.1 0.1
H -0.45350 -1.88696 0.56492 0.0 -0.3 0.0
H 0.09658 -1.28824 2.18278 -0.2 -0.3 0.0
H 1.99078 -0.10496 1.19435 -0.5 0.0 0.3
H -0.48211 -1.02370 -1.42218 0.0 0.4 0.1
H 0.68374 -0.35200 -2.55478 -0.7 1.0 0.4
H 0.50730 1.61933 -0.49524 -0.1 0.3 0.1
H -0.91657 2.02898 -1.47461 0.3 -1.0 -0.7
H -1.48200 0.41646 2.03202 1.1 0.4 -0.1
```
Forces are in eV/Å.

Properties
**HOMO**: -7.45 eV
**Orbital gap**: 8.5 eV
**E_LUMO**: 1.0751 eV
**ΔE to the lowest compared entry with this formula, charge and spin**: 114.62 kcal per mole
**M**: 100.12 g mol⁻¹

How is the electron density shared among the atoms? According to Löwdin, the charges in e are: C -0.193; C -0.161; O -0.135; C -0.108; C -0.130; O -0.117; C -0.126; H 0.113; H 0.125; H 0.127; H 0.107; H 0.127; H 0.112; H 0.127; H 0.131


# C5H8O2

An isolated molecule of C5H8O2 (ωB97M-V/def2-TZVPD, the OMol25 dataset).

Geometry as XYZ:
```
15
Properties=species:S:1:pos:R:3:forces:R:3
O 1.19192 -1.38282 -1.65973 -0.2 0.0 -0.2
C 1.11200 -0.63322 -0.48033 0.1 0.1 0.2
C 0.58315 0.81356 -0.53832 0.1 0.1 -0.1
C -0.20677 0.55078 0.75657 -0.1 0.2 0.0
C -1.65469 0.95722 0.76132 -0.1 0.0 -0.3
O -2.26154 1.31022 -0.22320 0.2 -0.1 0.4
C 0.01441 -0.97973 0.55135 -0.1 -0.2 0.1
H 0.34734 -1.29368 -2.12109 0.2 -0.1 0.0
H 2.10791 -0.68250 -0.03064 -0.1 0.0 0.0
H -0.11267 0.96209 -1.37196 0.1 -0.1 0.1
H 1.31625 1.62438 -0.53355 -0.1 -0.1 0.0
H -2.17606 0.86785 1.73827 0.0 0.0 -0.1
H 0.28793 0.91046 1.66494 -0.1 0.0 -0.1
H -0.84785 -1.44975 0.06309 0.1 0.1 0.0
H 0.29868 -1.57486 1.42327 0.0 0.1 -0.1
```
Forces are in eV/Å.

Properties
**HOMO**: -9.95 eV
**Orbital gap**: 10.9 eV
**E_LUMO**: 0.9369 eV
**ΔE to the lowest compared entry with this formula, charge and spin**: 30.46 kcal per mole
**Structure (SMILES)**: O=C[C@H]1C[C@@H](O)C1
**M**: 100.12 g mol⁻¹

How is the electron density shared among the atoms? According to Löwdin, the charges in e are: O -0.016; C -0.379; C -0.080; C -0.257; C -0.231; O 0.052; C -0.068; H 0.095; H 0.150; H 0.116; H 0.115; H 0.126; H 0.143; H 0.122; H 0.110


# C5H8O2

An isolated molecule of C5H8O2 (ωB97M-V/def2-TZVPD, the OMol25 dataset).

Geometry as XYZ:
```
15
Properties=species:S:1:pos:R:3:forces:R:3
C 1.52755 0.70308 -0.43358 0.1 0.1 0.0
C 0.36813 0.10761 0.34146 0.1 0.1 -0.4
O 0.84400 -0.33869 1.60122 0.0 -0.2 -0.1
C -1.08326 0.72080 0.45526 0.1 0.1 0.0
C -1.59685 -0.51833 -0.29591 -0.3 0.0 0.2
O -0.95030 -0.44429 -1.56442 0.1 0.1 -0.1
C -0.22631 -1.02017 -0.48332 0.3 -0.3 0.0
H 1.19839 1.41540 -1.19352 0.1 0.0 0.2
H 2.29160 1.12998 0.21828 -0.2 0.2 0.0
H 1.98446 -0.15171 -0.95763 0.1 0.4 0.1
H 0.51779 -1.23395 1.75270 0.0 0.1 0.1
H -1.39920 0.80660 1.50042 0.1 -0.1 -0.2
H -1.28009 1.65375 -0.08634 0.1 -0.2 0.1
H -2.57000 -1.00183 -0.24291 0.3 0.0 -0.1
H 0.36707 -1.90803 -0.71395 -0.7 -0.3 0.3
```
Forces are in eV/Å.

Properties
**HOMO**: -9.84 eV
**Orbital gap**: 10.8 eV
**E_LUMO**: 0.9200 eV
**ΔE to the lowest compared entry with this formula, charge and spin**: 61.21 kcal per mole
**Structure (SMILES)**: C[C@@]1(O)C[C@H]2O[C@H]21
**M**: 100.12 g mol⁻¹

How is the electron density shared among the atoms? According to Löwdin, the charges in e are: C 0.000; C -0.509; O 0.004; C -0.011; C -0.186; O 0.004; C -0.205; H 0.088; H 0.084; H 0.090; H 0.100; H 0.118; H 0.118; H 0.143; H 0.162


# C5H8O2

An isolated molecule of C5H8O2 (ωB97M-V/def2-TZVPD, the OMol25 dataset).

Geometry as XYZ:
```
15
Properties=species:S:1:pos:R:3:forces:R:3
O 0.53580 -1.38532 -1.79547 0.5 -0.3 -0.2
C 1.02425 -0.92674 -0.55127 0.3 -0.2 0.8
C 0.32593 0.32508 -0.12363 0.4 0.1 -0.2
C 0.12169 0.74883 1.36620 -0.1 0.1 0.1
C -1.35078 0.96990 0.96963 -0.5 0.4 0.3
O -2.25808 1.57808 1.46584 0.4 -0.3 -0.1
C -1.18387 0.26684 -0.36799 -0.3 0.2 -0.2
H 1.26440 -1.98436 -2.01139 -0.7 -0.1 -0.8
H 0.93866 -1.72545 0.17601 -0.5 -0.2 0.6
H 2.08385 -0.82358 -0.65143 1.0 0.7 0.1
H 0.71526 1.20839 -0.65659 0.0 -0.4 0.1
H 0.22357 0.00407 2.17124 0.0 -0.1 -0.5
H 0.66050 1.64968 1.68556 -0.2 -0.2 -0.1
H -1.63670 -0.73533 -0.42405 0.3 0.3 0.2
H -1.46448 0.82992 -1.25267 -0.5 0.0 0.0
```
Forces are in eV/Å.

Properties
**HOMO**: -9.56 eV
**Orbital gap**: 10.3 eV
**E_LUMO**: 0.7281 eV
**ΔE to the lowest compared entry with this formula, charge and spin**: 35.30 kcal per mole
**Structure (SMILES)**: O=C1CC(CO)C1
**M**: 100.12 g mol⁻¹

How is the electron density shared among the atoms? According to Löwdin, the charges in e are: O -0.057; C -0.260; C -0.284; C -0.032; C -0.387; O 0.105; C -0.058; H 0.092; H 0.121; H 0.110; H 0.150; H 0.123; H 0.116; H 0.136; H 0.123


# C5H8O2

An isolated molecule of C5H8O2 (ωB97M-V/def2-TZVPD, the OMol25 dataset).

Geometry as XYZ:
```
15
Properties=species:S:1:pos:R:3:forces:R:3
O 0.85516 0.78995 -1.03768 -0.1 0.1 -0.1
C 0.25058 -0.17070 -0.22323 0.0 -0.2 0.2
C -0.63893 0.38163 0.90488 0.0 0.0 0.0
C -0.83221 1.87796 0.80043 -0.1 0.2 -0.3
O -1.21211 2.43078 -0.20782 0.1 -0.3 0.5
C 1.12766 -1.34261 0.06239 0.2 0.0 0.1
C -0.05999 -1.49553 -0.85900 -0.1 -0.1 -0.1
H 0.14251 1.30338 -1.44993 0.2 0.0 0.1
H -1.64317 -0.06160 0.85817 0.1 0.1 0.0
H -0.22109 0.14198 1.88852 0.0 0.0 -0.1
H -0.60345 2.47156 1.70860 -0.1 0.0 -0.1
H 1.07814 -1.79632 1.04964 0.0 0.1 -0.2
H 2.11742 -1.32166 -0.38371 -0.2 0.0 0.0
H 0.14811 -1.57510 -1.92181 0.0 0.0 0.2
H -0.91565 -2.06885 -0.51047 0.1 0.1 0.0
```
Forces are in eV/Å.

Properties
**HOMO**: -9.78 eV
**Orbital gap**: 10.7 eV
**E_LUMO**: 0.8848 eV
**ΔE to the lowest compared entry with this formula, charge and spin**: 37.77 kcal per mole
**Structure (SMILES)**: O=CCC1(O)CC1
**M**: 100.12 g mol⁻¹

How is the electron density shared among the atoms? According to Löwdin, the charges in e are: O 0.011; C -0.524; C -0.061; C -0.232; O 0.048; C -0.071; C -0.065; H 0.094; H 0.132; H 0.116; H 0.125; H 0.105; H 0.111; H 0.108; H 0.103


> Which formula does entry 4 have?

C5H8O2


> The lowest orbital gap belongs to which entry?

number 2


> Look up the E_LUMO of the fourth one.

0.9200 eV